The following is a DFT calculation (ωB97M-V/def2-TZVPD) of a structure of composition C18H28N5O10P2RbS3 at a distorted geometry.

E_HOMO   -2.5053 eV
Maximum force   2.9 eV/Å
Charge   -2

Last column: Mulliken charge in e.
CARTESIAN COORDINATES (ANGSTROEM)
Rb: 0.41077 -0.06586 0.09607  1.00
N: -2.19722 2.89960 3.50578  0.04
C: -2.09161 3.86835 2.53296  0.43
C: -2.67977 5.11566 2.37240  -1.26
C: -2.35127 5.80896 1.21868  -0.34
C: -1.46850 5.27650 0.26908  -0.67
C: -0.86909 4.04235 0.43582  -0.26
C: -1.19212 3.33226 1.58962  0.18
N: -0.77149 2.09284 1.99981  0.20
C: -1.38320 1.85272 3.11859  0.17
C: -1.26683 0.62044 3.87694  -0.34
C: -1.99928 0.26605 4.97643  -0.44
S: -1.53132 -1.29263 5.52445  -0.24
C: -0.37300 -1.36299 4.22179  -0.30
N: -0.35875 -0.32123 3.47990  0.24
H: -2.76328 2.94727 4.33049  0.17
H: -3.36357 5.53032 3.10380  0.36
H: -2.79163 6.78295 1.04189  0.35
H: -1.25476 5.85001 -0.62473  0.41
H: -0.18607 3.60696 -0.28660  0.41
H: -2.78499 0.80426 5.48113  0.34
H: 0.24270 -2.23947 4.07736  0.43
O: 1.22644 -1.72945 -2.15742  -0.45
P: -0.19024 -2.46552 -1.91414  0.71
O: -0.71399 -3.05651 -3.16958  -0.87
O: -1.08263 -1.56697 -1.09860  -0.64
O: 0.26305 -3.69864 -0.91115  -0.34
P: 1.07684 -3.41290 0.47159  0.71
O: -0.16617 -3.08718 1.51131  -0.32
O: 1.73567 -4.67331 0.88041  -0.87
O: 1.85539 -2.13571 0.34321  -0.42
H: 1.53610 -1.81408 -1.21056  0.19
H: -0.89111 -3.64968 1.20303  0.24
O: 3.37863 0.31659 -0.68116  -0.58
S: 2.58537 0.83885 -1.83413  0.22
N: 1.60726 1.89031 -1.53079  -0.39
C: 3.82890 2.20855 1.91117  -0.96
C: 2.85027 1.37645 2.71464  0.71
N: 2.62456 0.13925 2.22467  -0.14
O: 2.36063 1.77908 3.76769  -0.72
H: 4.84543 1.95458 2.21891  0.30
H: 3.65355 3.26592 2.09746  0.27
H: 3.72450 1.98629 0.85021  0.26
H: 2.89659 -0.11663 1.27752  0.12
H: 1.87772 -0.40973 2.62243  0.13
C: 0.57142 2.69289 -4.87008  -1.27
C: -0.73239 1.90597 -4.88898  -0.31
C: -1.55110 2.03438 -3.59257  -0.86
S: -1.32702 0.61510 -2.37999  0.91
O: -2.06009 1.12205 -1.19059  -0.65
C: -2.50150 -0.45837 -3.33566  -1.11
C: -3.83358 -0.58758 -2.61300  -0.24
C: -4.73695 0.63316 -2.79487  -1.30
H: 1.18265 2.47750 -5.75148  0.37
H: 1.13716 2.45311 -3.97486  0.25
H: 0.36152 3.76761 -4.85163  0.31
H: -0.52377 0.84440 -5.06458  0.25
H: -1.33484 2.25706 -5.73447  0.36
H: -2.61735 2.06598 -3.81262  0.38
H: -1.28062 2.92366 -3.02041  0.31
H: -2.00620 -1.42396 -3.40118  0.36
H: -2.61292 -0.04111 -4.33899  0.64
H: -3.60824 -0.71911 -1.55338  0.15
H: -4.34055 -1.48958 -2.96661  0.51
H: -4.27447 1.49717 -2.31909  0.20
H: -5.72044 0.47727 -2.34214  0.39
H: -4.88540 0.84758 -3.85834  0.30

The following is a DFT calculation (ωB97M-V/def2-TZVPD) of the ion C4H10NO2 with charge +1 at a distorted geometry.

E_HOMO   -14.2652 eV
SMILES   C=[NH+][C@@H](O)[C@H](C)O
Maximum force   5.6 eV/Å
Charge   +1

Last column: Mulliken charge in e.
CARTESIAN COORDINATES (ANGSTROEM)
C: 2.45004 -0.56959 1.70970  -0.09
N: 1.73937 -0.76603 0.65259  0.00
C: 0.81979 0.01193 -0.24496  -0.12
O: 0.55506 -0.79869 -1.38404  -0.56
C: -0.54279 0.32881 0.49168  0.05
C: -0.93947 -0.97315 1.38887  -1.16
O: -1.48270 0.72441 -0.44567  -0.56
H: 2.95030 -1.41139 2.13698  0.31
H: 2.35354 0.46121 1.92490  0.31
H: 1.88718 -1.61856 0.14795  0.27
H: 1.20385 1.05261 -0.30633  0.35
H: 0.04517 -0.52727 -2.17502  0.37
H: -0.14517 1.06438 1.13314  0.41
H: -0.10062 -1.06693 2.08423  0.33
H: -1.87228 -0.63092 1.92510  0.34
H: -1.03569 -1.95521 1.05477  0.40
H: -1.95639 0.11285 -1.04261  0.36

The following is a DFT calculation (ωB97M-V/def2-TZVPD) of a cluster of 9 separate species, C5H30N2O9 in total at a distorted geometry.

E_HOMO   -8.9938 eV
SMILES   CCN[C@H](CN)CO.O.O.O.O.O.O.O.O
Maximum force   2.9 eV/Å

Last column: Mulliken charge in e.
CARTESIAN COORDINATES (ANGSTROEM)
C: -1.59273 -0.44775 3.18506  -1.47
C: -0.76922 -0.29131 1.94067  0.81
N: -0.46737 1.12583 1.66260  -0.16
C: 0.18221 1.50791 0.37634  0.48
C: 0.39429 3.02707 0.59165  -0.90
N: 1.12775 3.65257 -0.50323  -0.68
C: -0.69914 1.32763 -0.83238  -0.66
O: 0.02797 1.16529 -2.08475  -0.51
H: -1.00706 -0.15097 4.06574  0.31
H: -1.83429 -1.47301 3.43866  0.43
H: -2.47571 0.18412 3.18284  0.34
H: 0.24638 -0.64720 2.05069  -0.08
H: -1.13391 -0.89655 1.10251  -0.36
H: -1.35026 1.62764 1.73505  0.30
H: 1.13618 0.98132 0.36702  0.25
H: 0.89642 3.30741 1.51390  0.42
H: -0.52244 3.60610 0.61964  0.36
H: 2.04425 3.27028 -0.71172  0.25
H: 0.66819 3.61609 -1.41642  0.25
H: -1.26032 2.22541 -1.09210  0.52
H: -1.51530 0.61006 -0.77631  -0.01
H: 0.20194 0.21077 -2.08291  0.13
O: -1.50308 -1.13397 -3.33008  -0.62
H: -0.56176 -0.95376 -3.46300  0.31
H: -1.77296 -1.64309 -4.10539  0.27
O: 2.07643 1.02826 3.11750  -0.74
H: 1.91182 1.83954 2.61959  0.35
H: 1.12531 0.85003 3.27710  0.34
O: 2.30108 -1.86292 1.93592  -0.62
H: 3.23471 -1.99425 1.73862  0.30
H: 2.23964 -0.92359 2.15651  0.34
O: 3.81681 -0.29697 -3.15240  -0.59
H: 3.89404 0.52604 -2.66737  0.29
H: 3.29028 -0.06803 -3.93455  0.29
O: -2.10847 -2.20208 -0.99580  -0.75
H: -1.89989 -1.66288 -1.79258  0.45
H: -2.65188 -2.90920 -1.35380  0.30
O: -3.58518 0.34292 0.46586  -0.60
H: -3.06697 -0.40355 0.13993  0.25
H: -4.47246 -0.01439 0.65104  0.27
O: 0.29847 -3.16028 -0.50477  -0.78
H: 0.67922 -2.61695 0.21595  0.35
H: -0.55581 -2.70704 -0.73791  0.50
O: 1.86790 -2.22629 -2.37527  -0.64
H: 1.88171 -3.14803 -2.63738  0.29
H: 1.26318 -2.19822 -1.60027  0.38

The following is a DFT calculation (ωB97M-V/def2-TZVPD) of the molecule C12H18FNO5 at a distorted geometry.

E_HOMO   -10.0248 eV
SMILES   C=CC(=O)OCCCCCC[C@H]1OC(=O)O[C@]1(N)F
Maximum force   6.0 eV/Å

Last column: Mulliken charge in e.
CARTESIAN COORDINATES (ANGSTROEM)
C: -4.23103 -1.72328 -1.63320  -0.58
C: -4.32293 -0.43441 -1.01810  -0.18
C: -3.35042 0.72582 -1.57723  0.67
O: -3.04980 0.80895 -2.79264  -0.50
O: -2.81443 1.62925 -0.57431  -0.45
C: -1.64186 0.91112 -0.06554  -0.35
C: -0.85959 1.69248 1.10198  -0.55
C: 0.39304 2.58255 0.53848  -0.68
C: 1.77344 2.25753 1.29756  -0.57
C: 2.89011 1.53221 0.38507  -0.65
C: 2.92262 -0.07126 0.53039  -0.85
C: 1.72100 -0.82902 -0.21076  1.34
O: 2.00175 -1.20241 -1.59325  -0.39
C: 0.99294 -2.21867 -1.81896  0.52
O: 0.16214 -2.29650 -2.74299  -0.48
O: 1.17549 -3.07039 -0.66103  -0.44
C: 1.04828 -2.12379 0.45911  0.84
N: 1.71996 -2.72608 1.65184  -0.67
F: -0.37432 -2.01530 0.62954  -0.29
H: -5.00653 -2.49538 -1.30398  0.26
H: -3.37019 -1.93519 -2.36218  0.22
H: -4.99891 -0.18120 -0.13803  0.33
H: -0.97669 0.69973 -0.99386  0.27
H: -1.95628 -0.11259 0.33720  0.22
H: -0.39932 0.87685 1.78365  0.24
H: -1.59636 2.30768 1.72380  0.41
H: 0.13058 3.68040 0.80005  0.37
H: 0.45219 2.54366 -0.60517  0.39
H: 2.22602 3.27178 1.62542  0.33
H: 1.64037 1.65297 2.26769  0.33
H: 3.91387 1.90223 0.78822  0.33
H: 2.87225 1.88171 -0.71924  0.30
H: 2.90083 -0.32942 1.64358  0.33
H: 3.90214 -0.46075 0.05052  0.33
H: 0.90138 -0.03339 -0.29499  -0.96
H: 0.94743 -3.15523 2.19349  0.32
H: 2.26082 -3.54264 1.29788  0.29

The following is a DFT calculation (ωB97M-V/def2-TZVPD) of a structure of composition C29H45Cl54GaO3P at a distorted geometry.

E_HOMO   -4.0314 eV
Maximum force   1.4 eV/Å
Charge   -1

Last column: Mulliken charge in e.
CARTESIAN COORDINATES (ANGSTROEM)
C: -0.28959 7.05617 -0.91909  -1.12
C: 0.12112 5.60896 -1.22679  -0.71
C: 0.38855 4.78167 0.04836  2.37
O: 1.54445 3.98559 -0.10652  -0.71
Ga: 1.38229 2.23496 0.56246  -0.07
O: 2.41690 2.06385 2.13221  -0.07
C: 1.86483 2.82197 3.17145  0.19
C: 1.16022 1.90622 4.17557  1.05
O: 0.29528 2.63390 5.05302  -0.59
C: -1.08436 2.41884 4.85660  -0.18
C: -1.59869 2.60897 3.42599  -0.39
P: 2.17653 0.64597 -1.01357  -0.08
C: 3.58105 -0.26721 -0.18755  1.15
C: 3.21851 -1.70070 0.22142  -1.21
C: 0.75493 -0.58086 -1.10233  -0.68
C: -0.41737 0.14881 -1.78907  -0.95
H: -1.18649 7.06846 -0.29072  0.07
H: 0.49903 7.60053 -0.39250  0.23
H: -0.52617 7.59517 -1.84196  0.44
H: -0.74251 5.14519 -1.70416  0.24
H: 1.00271 5.57196 -1.86713  0.32
H: 0.48574 5.39286 0.95726  -1.01
H: -0.47670 4.11236 0.18276  -0.71
H: -0.14331 1.92931 0.96498  0.10
H: 2.66917 3.34252 3.72258  -0.02
H: 1.18946 3.62419 2.82818  -0.34
H: 0.65184 1.08051 3.66683  -0.67
H: 1.94262 1.49307 4.82893  -0.10
H: -1.58877 3.14721 5.50180  0.41
H: -1.38904 1.42907 5.23207  -0.08
H: -2.62595 2.98488 3.44276  0.49
H: -1.63254 1.64996 2.90005  0.18
H: -0.97706 3.28251 2.83608  -0.02
H: 4.39545 -0.33581 -0.91633  -0.66
H: 3.97455 0.27575 0.67618  0.17
H: 2.44143 -1.71080 0.99154  0.29
H: 2.86433 -2.26834 -0.64064  0.05
H: 4.08579 -2.21910 0.63376  0.42
H: 0.44083 -0.90604 -0.10632  0.39
H: 1.09008 -1.41527 -1.72220  0.43
H: -1.17773 -0.57524 -2.08562  0.27
H: -0.84735 0.87086 -1.09117  0.16
H: -0.04178 0.67217 -2.67111  0.23
C: -0.06841 8.28581 3.47205  -0.11
Cl: -0.72371 9.65438 2.56138  -0.14
Cl: -1.38298 7.31861 4.14887  -0.07
Cl: 0.95437 7.29237 2.43968  -0.09
H: 0.52638 8.67506 4.28843  0.40
C: 2.29950 5.69312 6.72278  0.12
Cl: 1.86785 6.14718 5.08116  0.01
Cl: 4.05030 5.55407 6.90462  -0.15
Cl: 1.64073 6.85332 7.89057  -0.18
H: 1.86471 4.72300 6.92640  0.16
C: -4.90655 8.04183 2.41406  0.11
Cl: -5.50550 9.44187 1.51608  -0.15
Cl: -6.24799 7.14141 3.13094  -0.14
Cl: -3.92604 7.00576 1.39239  -0.02
H: -4.28089 8.40620 3.21928  0.16
C: 7.17641 0.38720 -2.40651  0.27
Cl: 8.58921 0.99427 -3.28897  -0.17
Cl: 7.46832 0.41437 -0.66585  -0.10
Cl: 5.72899 1.28912 -2.81905  -0.08
H: 7.02758 -0.64323 -2.70176  0.03
C: -3.49138 -2.59821 -0.12050  -0.38
Cl: -2.13150 -3.05002 -1.14935  -0.11
Cl: -3.00019 -1.42219 1.09491  0.06
Cl: -4.83576 -1.98686 -1.09625  0.03
H: -3.82650 -3.48969 0.39295  0.41
C: 5.71344 0.37928 4.61617  -0.10
Cl: 4.02897 -0.01634 4.96931  -0.06
Cl: 6.45122 -0.82274 3.55580  -0.13
Cl: 5.84638 1.99208 3.92599  -0.10
H: 6.25787 0.36467 5.55071  0.36
C: 4.74055 -4.55477 -2.61717  -0.08
Cl: 3.42902 -5.05111 -1.55051  -0.12
Cl: 4.18768 -4.45041 -4.28918  -0.10
Cl: 5.44968 -3.02516 -2.09612  -0.04
H: 5.51243 -5.31154 -2.56708  0.30
C: -8.37675 -1.19468 -2.70071  0.11
Cl: -6.97548 -0.86108 -3.71347  -0.09
Cl: -8.06060 -0.74928 -1.02440  -0.10
Cl: -9.80681 -0.35644 -3.31270  -0.14
H: -8.57132 -2.25934 -2.73764  0.22
C: 5.16427 -6.26005 -7.86762  0.04
Cl: 6.43322 -6.57588 -9.04811  -0.06
Cl: 5.69967 -6.68749 -6.24032  -0.12
Cl: 4.65117 -4.57217 -7.93672  -0.13
H: 4.31387 -6.88813 -8.10133  0.30
C: -1.14399 -2.29016 4.82392  0.12
Cl: -2.69826 -1.48197 5.05771  -0.08
Cl: -1.22977 -3.40374 3.45641  -0.12
Cl: 0.15427 -1.12174 4.61362  0.04
H: -0.93865 -2.87223 5.71084  0.03
C: -1.33705 2.80346 -4.37292  -0.15
Cl: -0.18768 3.26722 -3.13609  -0.05
Cl: -2.72964 2.00702 -3.63092  -0.07
Cl: -1.85994 4.19907 -5.33483  -0.17
H: -0.85490 2.09814 -5.03714  0.38
C: -6.45338 -4.83311 -5.26023  0.00
Cl: -6.51842 -3.57096 -6.49012  -0.12
Cl: -6.04820 -4.15793 -3.68461  -0.04
Cl: -7.97809 -5.72075 -5.19210  -0.11
H: -5.67335 -5.53068 -5.53664  0.27
C: 3.07503 -10.42789 -8.51141  0.01
Cl: 3.57847 -12.01085 -7.92190  -0.12
Cl: 3.97217 -9.14293 -7.69660  -0.09
Cl: 3.26994 -10.31380 -10.26011  -0.12
H: 2.02570 -10.30086 -8.28053  0.29
C: -3.30829 -2.76794 9.21047  -0.08
Cl: -1.87619 -3.12389 8.23625  -0.11
Cl: -2.95451 -1.50927 10.39249  -0.11
Cl: -4.67210 -2.30991 8.19506  -0.10
H: -3.57743 -3.66863 9.74540  0.38
C: -7.94378 -10.04808 -5.72025  0.06
Cl: -9.46580 -9.17591 -5.53424  -0.12
Cl: -8.02974 -11.17650 -7.07367  -0.13
Cl: -6.59592 -8.92982 -5.91875  -0.10
H: -7.77337 -10.62001 -4.81794  0.28
C: 10.43868 -5.12883 -9.32509  0.05
Cl: 9.05795 -4.51800 -8.42378  -0.08
Cl: 10.01353 -6.60110 -10.20683  -0.13
Cl: 11.07114 -3.90417 -10.42727  -0.13
H: 11.21987 -5.37824 -8.61952  0.28
C: -3.19895 2.27349 9.32045  0.01
Cl: -4.77832 3.05098 9.47150  -0.14
Cl: -3.20576 1.08227 8.02652  -0.01
Cl: -1.93082 3.47064 9.06916  -0.10
H: -2.99339 1.75705 10.24933  0.23
C: -4.24233 2.45589 0.65522  0.04
Cl: -5.76815 3.33031 0.87597  -0.17
Cl: -4.32749 1.39124 -0.74586  0.02
Cl: -2.89298 3.57205 0.50955  0.04
H: -4.08265 1.84058 1.53195  0.07

Values for frontier orbital gap, eV, ordered as above
5.96; 8.75; 8.96; 10.36; 5.34
Values for M, g mol⁻¹, ordered as above
718.1; 104.1; 262.3; 275.3; 2456.8